1.
Computed, not measured: C5H6N2O4 in the gas phase in a non-equilibrium geometry, with the ωB97M-V functional and the def2-TZVPD basis.

Cartesian coordinates (Å):
C1 -1.010774 -1.103587 -0.383429
C2 -0.493439 -0.334933 0.785768
C3 1.590912 1.077752 1.249298
C4 -0.104398 -0.661704 -1.496935
C5 0.623446 0.313423 0.433258
N1 2.628875 1.743694 0.749486
N2 -3.282918 -0.178701 -0.215510
O1 1.419359 1.102751 2.457979
O2 -2.393621 -1.188074 -0.811493
O3 -4.380795 -0.300685 -0.656340
O4 0.884614 0.140808 -0.879230
H1 -0.807195 -2.158220 -0.114600
H2 -0.813179 -0.395982 1.805839
H3 0.369553 -1.478044 -1.917715
H4 -0.547251 -0.143344 -2.349754
H5 3.104503 1.354111 -0.015449
H6 3.212306 2.210737 1.358826

Cartesian forces, eV/Å:
-0.55 -0.78 0.86
-6.07 -2.80 1.58
-2.35 -1.89 0.03
-0.51 0.98 -0.07
7.41 4.51 -1.48
0.09 0.19 -2.85
-1.78 -0.90 -1.39
-1.06 -0.07 1.82
-0.63 1.12 0.73
2.91 0.18 1.05
0.52 0.58 -0.17
-0.01 0.03 -0.35
-0.27 -0.20 0.14
1.22 -1.80 -0.86
-0.40 0.33 0.46
0.45 -0.32 -1.28
1.02 0.84 1.77

Results
Charge: 0
Energy above the lowest of the compared OMol25 structures with the same formula, charge and spin in kcal/mol: 0.0
HOMO level (alpha / beta) in eV: -5.91 / -9.46
Expectation value of S²: 2.010
Multiplicity: 3

***

2.
Computed, not measured: C5H6N2O5S in the gas phase in a non-equilibrium geometry, with the ωB97M-V functional and the def2-TZVPD basis.

Cartesian coordinates (Å):
C1 2.869794 -0.167745 -0.423919
S1 1.318988 -0.412990 0.450785
O1 0.982024 -1.801869 0.357650
O2 1.516426 0.100357 1.754999
N1 0.099781 0.511299 -0.307457
C2 -1.499177 0.331149 -0.067819
C3 -2.329389 -0.871284 0.214697
N2 -1.698259 -2.075290 0.336019
O3 -3.560240 -0.735255 0.121580
C4 -1.905491 1.575861 -0.239055
O4 -0.975906 2.500645 -0.454581
C5 0.236117 1.907783 -0.435802
O5 1.293880 2.437264 -0.519629
H1 2.992368 -0.176447 -1.455688
H2 3.238237 0.855022 0.040023
H3 3.457652 -0.922881 -0.036539
H4 -0.704773 -2.270869 0.138472
H5 -2.406241 -2.774759 0.418084
H6 -2.925786 1.990009 0.108178

Cartesian forces, eV/Å:
-0.52 4.12 2.52
0.57 0.09 -0.49
-0.31 -0.16 -0.70
0.08 0.59 0.67
-3.40 -0.61 0.25
3.36 0.08 -0.29
-0.48 -0.45 -1.66
-0.78 1.10 0.05
1.78 -0.15 0.87
-3.65 0.37 2.06
0.92 0.70 -0.36
1.32 -1.67 0.20
0.37 1.12 -0.19
-0.72 0.08 -1.90
-0.65 -2.07 -1.22
1.16 -1.72 1.09
-0.88 0.35 0.42
0.14 -0.83 -0.02
1.70 -0.94 -1.29

Results
Charge: 0
Energy above the lowest of the compared OMol25 structures with the same formula, charge and spin in kcal/mol: 0.6
SMILES string: CS(=O)(=O)n1c(C(N)=O)coc1=O
HOMO level in eV: -10.04

***

3.
Computed, not measured: C5H6N2S in the gas phase in a non-equilibrium geometry, with the ωB97M-V functional and the def2-TZVPD basis.

Cartesian coordinates (Å):
N1 3.148113 -1.234741 -0.148733
C1 2.433018 -0.389299 0.191460
C2 1.278854 0.514598 0.419415
N2 0.220881 0.254358 -0.536009
C3 -0.462443 -1.016620 -0.291562
C4 -1.775735 -0.303518 -0.132501
S1 -3.302238 -0.677266 0.169372
C5 -1.070097 1.029954 -0.325853
H1 0.946773 0.375416 1.443344
H2 1.639032 1.553794 0.407081
H3 -0.210672 -1.622545 0.605901
H4 -0.482493 -1.665172 -1.184350
H5 -1.431973 1.564554 -1.223442
H6 -0.931026 1.616482 0.605879

Cartesian forces, eV/Å:
-0.52 1.10 0.65
-0.09 -1.04 -0.91
0.58 0.58 0.14
0.21 0.39 -0.25
-0.83 -1.17 -0.37
-0.46 0.60 0.45
0.26 -0.12 -0.12
1.13 -0.56 0.26
-0.16 -0.25 0.56
-0.19 -0.22 -0.44
0.23 0.42 -0.45
0.23 0.00 0.42
0.40 0.15 0.67
-0.81 0.12 -0.60

Results
Charge: 0
Energy above the lowest of the compared OMol25 structures with the same formula, charge and spin in kcal/mol: 63.6
SMILES string: N#CCN1CC(=S)C1
HOMO level in eV: -9.09

***

Q: Which formula does entry 2 have?
A: C5H6N2O5S

***

Q: What is the charge in the first record?
A: 0

***

Q: The highest energy above the lowest of the compared OMol25 structures with the same formula, charge and spin belongs to which entry?
A: C5H6N2S